# 1
DFT (ωB97M-V/def2-TZVPD) results for a cluster of 10 separate species, C28H50N6O4 in total at a distorted geometry.

```
88
Properties=species:S:1:pos:R:3:mulliken_charge:R:1
C 0.67 4.93 -2.78 -0.5721
C -0.53 5.09 -1.94 -0.0933
C 0.02 4.66 -0.58 0.5881
O 1.18 3.91 -0.79 -0.4306
C 1.35 3.70 -2.21 0.0544
H 1.30 5.80 -2.60 0.3059
H 0.40 4.89 -3.88 0.3096
H -1.35 4.43 -2.27 -0.1689
H -0.79 6.14 -1.89 0.4301
H -0.66 4.17 0.09 -0.7278
H 0.39 5.52 -0.02 0.2919
H 0.92 2.73 -2.44 -0.2311
H 2.46 3.67 -2.23 0.2878
C -2.18 0.71 -0.17 -0.1819
C -2.70 2.07 -0.71 0.2812
C -2.73 1.79 -2.24 -0.7993
O -1.58 0.92 -2.49 -0.3800
C -1.18 0.35 -1.21 0.2638
H -2.95 -0.08 -0.24 0.3677
H -1.91 0.61 0.89 -0.4069
H -1.94 2.88 -0.42 -0.7272
H -3.64 2.43 -0.40 0.6255
H -2.74 2.71 -2.84 0.4158
H -3.65 1.26 -2.48 0.3507
H -0.24 0.87 -1.01 0.0255
H -1.13 -0.76 -1.35 -0.0602
C 4.74 -0.91 2.81 -0.7801
C 4.33 -1.74 4.00 -0.4836
C 3.55 -2.88 3.27 -0.4153
O 3.36 -2.37 1.89 -0.3977
C 3.62 -1.01 1.76 0.0724
H 5.59 -1.32 2.26 0.2471
H 5.11 0.06 3.00 0.4930
H 3.66 -1.12 4.62 0.2436
H 5.13 -2.13 4.64 0.3274
H 2.55 -3.09 3.66 0.2293
H 4.10 -3.80 3.23 0.2966
H 2.72 -0.44 1.88 0.1507
H 3.98 -0.73 0.74 0.0060
C 0.08 3.32 3.27 -0.5314
C -0.64 4.62 3.21 -0.2527
C -2.09 4.13 3.54 -0.5640
O -2.17 2.82 2.97 -0.4246
C -0.86 2.41 2.54 0.6738
H 0.20 3.00 4.36 0.2815
H 1.09 3.44 2.87 0.3937
H -0.60 4.89 2.11 -0.1683
H -0.31 5.40 3.84 0.4717
H -2.92 4.72 3.20 0.3487
H -2.17 4.07 4.66 0.2745
H -0.66 2.54 1.46 -0.4886
H -0.79 1.37 2.76 0.0394
C 2.65 0.07 -2.68 0.3806
C 2.89 0.32 -4.10 0.2328
N 3.27 0.45 -5.17 -0.4840
H 3.56 0.34 -2.14 0.3130
H 2.21 -0.94 -2.46 0.0447
H 1.89 0.79 -2.37 -0.4172
C -2.55 -7.06 -2.02 -0.8321
C -2.12 -5.95 -2.87 0.3809
N -1.87 -5.05 -3.59 -0.4023
H -3.49 -7.50 -2.37 0.3289
H -2.67 -6.70 -1.02 0.2555
H -1.79 -7.90 -1.97 0.2555
C 0.12 -2.83 1.27 -0.7357
C -0.50 -1.75 2.02 0.4841
N -1.07 -0.97 2.64 -0.3977
H 0.20 -3.74 1.80 0.4200
H 1.18 -2.66 1.05 -0.0063
H -0.33 -2.95 0.30 0.1967
C -3.88 0.04 3.74 -0.1829
C -4.89 -0.56 2.84 0.2983
N -5.61 -0.97 2.05 -0.4582
H -3.29 -0.74 4.18 0.2609
H -4.35 0.67 4.47 0.3460
H -3.23 0.70 3.15 -0.2024
C 2.26 -5.52 -2.38 -0.7186
C 1.31 -5.87 -1.31 0.4469
N 0.61 -6.24 -0.49 -0.4774
H 2.71 -6.50 -2.74 0.3100
H 2.97 -4.79 -2.08 0.2532
H 1.73 -5.02 -3.19 0.1943
C -1.26 -1.90 -4.49 -0.8817
C -0.25 -2.18 -3.44 0.3316
N 0.58 -2.38 -2.70 -0.2626
H -1.63 -0.92 -4.30 0.2134
H -2.11 -2.58 -4.59 0.3235
H -0.62 -1.82 -5.37 0.3265
```

Values from the calculation:
Energy: -46972.469 eV
Max |F|: 4.536 eV Å⁻¹
HOMO-LUMO gap: 10.05 eV
LUMO energy: 0.56 eV
Structure (SMILES): C1CCOC1.C1CCOC1.C1CCOC1.C1CCOC1.CC#N.CC#N.CC#N.CC#N.CC#N.CC#N
Relative energy (zero: lowest compared OMol25 entry of this formula, charge and spin): 0.0 kJ/mol

=====

# 2
DFT (ωB97M-V/def2-TZVPD) results for a structure of composition C28H51AsClN5O3PSr.

```
91
Properties=species:S:1:pos:R:3:mulliken_charge:R:1
Sr 0.84 0.69 -1.43 2.3477
N -0.28 3.14 -1.18 -0.3579
C 0.78 3.90 -1.87 -0.5257
C 1.96 4.16 -0.95 0.1042
C 3.27 4.52 -1.68 0.1075
O 3.25 4.45 -2.94 -0.7341
O 4.23 4.82 -0.95 -0.7633
H -1.18 3.25 -1.62 0.1486
H -0.37 3.42 -0.21 0.0922
H 0.41 4.84 -2.30 0.3754
H 1.14 3.32 -2.72 0.2124
H 2.18 3.25 -0.37 -0.1222
H 1.74 4.94 -0.22 0.4718
N -0.17 -0.08 0.54 -0.8839
P -0.91 -0.45 1.81 -2.0144
N -2.27 0.51 2.20 0.3727
C -3.62 -0.01 2.01 -1.1526
C -4.03 -0.02 0.53 -0.1445
C -3.37 1.15 -0.21 0.1235
C -3.19 2.32 0.75 -1.1612
C -2.19 1.93 1.85 -0.6906
N -1.49 -2.02 1.89 2.0783
C -1.81 -2.70 3.14 -0.9471
C -2.72 -3.89 2.87 -1.0035
C -2.02 -4.92 1.98 -0.6974
C -1.10 -4.24 0.96 -0.9706
C -1.57 -2.82 0.67 -0.2047
N -0.08 -0.41 3.31 0.3383
C 0.02 0.89 3.98 -0.1497
C 1.03 0.81 5.11 -1.0111
C 2.45 0.60 4.55 -0.6410
C 2.39 -0.24 3.26 -0.5226
C 1.18 -1.16 3.28 -0.5955
H -4.31 0.62 2.58 0.5030
H -3.70 -1.01 2.43 0.3528
H -5.13 0.04 0.46 0.5134
H -3.73 -0.96 0.06 -0.3422
H -3.96 1.44 -1.09 0.7436
H -2.39 0.83 -0.56 -0.4400
H -4.16 2.59 1.19 0.4227
H -2.83 3.21 0.23 0.4789
H -2.35 2.55 2.74 0.1501
H -1.18 2.11 1.48 0.1789
H -2.28 -2.00 3.83 0.5732
H -0.90 -3.05 3.65 0.2986
H -3.63 -3.52 2.37 0.2287
H -3.04 -4.34 3.81 0.4668
H -2.77 -5.53 1.46 0.3310
H -1.44 -5.61 2.60 0.3445
H -1.06 -4.81 0.02 0.3968
H -0.07 -4.19 1.34 0.3003
H -2.59 -2.85 0.26 -0.0188
H -0.95 -2.34 -0.08 -0.0340
H -0.97 1.15 4.36 0.3536
H 0.32 1.70 3.30 0.1354
H 0.75 -0.02 5.77 0.3365
H 0.99 1.72 5.71 0.4409
H 3.07 0.10 5.30 0.2978
H 2.92 1.56 4.35 0.3153
H 3.31 -0.81 3.13 0.4462
H 2.29 0.41 2.39 0.0199
H 1.24 -1.82 4.16 0.4016
H 1.18 -1.81 2.40 0.2916
C 5.71 2.50 -2.92 -0.8753
As 4.19 1.41 -3.33 0.6567
C 3.21 2.13 -4.82 -0.8455
C 4.85 -0.29 -3.95 -1.0109
O 3.23 1.09 -2.01 -0.8188
H 6.31 2.62 -3.82 0.3662
H 6.29 2.02 -2.14 0.3175
H 5.33 3.47 -2.59 0.2290
H 3.81 2.05 -5.73 0.4392
H 2.98 3.16 -4.57 0.2560
H 2.31 1.53 -4.94 0.1692
H 5.46 -0.18 -4.85 0.3826
H 3.99 -0.93 -4.16 0.2217
H 5.44 -0.74 -3.15 0.3329
Cl -1.57 0.71 -3.70 -0.1635
C -1.76 -1.00 -3.27 0.5544
C -3.02 -1.45 -2.96 -0.5920
C -3.21 -2.78 -2.61 -0.4359
C -2.09 -3.61 -2.56 -0.4840
C -0.83 -3.14 -2.85 -0.6526
C -0.58 -1.78 -3.23 1.2590
C 0.72 -1.28 -3.45 -2.4413
H -3.85 -0.76 -3.00 0.3607
H -4.20 -3.15 -2.37 0.3670
H -2.21 -4.65 -2.28 0.4171
H 0.02 -3.81 -2.79 0.2934
H 0.82 -0.45 -4.15 0.5890
H 1.52 -2.02 -3.53 0.1422
```

Values from the calculation:
Energy: -126947.052 eV
Total charge: -1
Max |F|: 0.447 eV Å⁻¹
HOMO-LUMO gap: 6.27 eV
LUMO energy: 2.55 eV
Relative energy (zero: lowest compared OMol25 entry of this formula, charge and spin): 57.1 kJ/mol

=====

# 3
DFT (ωB97M-V/def2-TZVPD) results for a structure of composition C28H51Cl4CoF8O7 at a distorted geometry.

```
99
Properties=species:S:1:pos:R:3:mulliken_spin:R:1
Co 2.99 -0.77 -0.82 3.5656
C -0.18 0.52 -0.64 0.0587
O 1.15 0.18 -0.62 0.0763
H -0.67 0.09 -1.52 0.0007
H -0.71 0.11 0.21 0.0037
H -0.42 1.58 -0.64 0.0102
C -1.79 1.72 4.35 -0.0002
C -1.89 1.42 2.82 0.0000
C -2.85 2.44 2.14 0.0004
F -2.56 3.73 2.31 0.0000
F -2.90 2.16 0.83 0.0004
F -0.67 1.46 2.33 0.0006
F -2.37 0.18 2.66 0.0001
O -3.15 2.00 4.77 -0.0001
C -3.42 1.61 6.17 0.0000
C -4.88 1.82 6.55 0.0000
F -4.98 1.44 7.84 0.0000
F -5.35 3.09 6.52 0.0000
F -3.03 0.32 6.32 0.0000
F -2.65 2.37 6.97 0.0000
H -1.15 2.60 4.45 0.0000
H -1.37 0.85 4.86 0.0000
H -3.88 2.31 2.46 0.0000
H -5.51 1.12 5.99 0.0000
C -4.04 -1.85 -0.37 0.0002
C -4.87 -2.72 -1.23 0.0002
C -3.99 -3.89 -1.45 0.0001
O -2.67 -3.48 -0.99 -0.0005
C -2.82 -2.57 0.02 -0.0026
H -4.63 -1.54 0.50 -0.0002
H -3.72 -0.95 -0.89 -0.0001
H -4.97 -2.20 -2.18 0.0000
H -5.87 -2.94 -0.84 0.0000
H -3.92 -4.25 -2.47 0.0000
H -4.39 -4.74 -0.90 0.0000
H -1.92 -1.96 0.08 0.0024
H -2.95 -3.10 0.97 0.0004
C -1.37 3.10 -5.35 -0.0002
C -0.99 3.35 -3.87 0.0008
C 0.51 3.69 -3.96 -0.0101
O 0.92 3.48 -5.35 -0.0009
C -0.05 2.63 -5.99 0.0002
H -1.73 3.94 -5.94 0.0000
H -2.15 2.34 -5.38 0.0001
H -1.20 2.44 -3.32 0.0000
H -1.46 4.21 -3.40 -0.0001
H 1.02 2.98 -3.31 0.0135
H 0.62 4.73 -3.67 0.0001
H 0.30 1.63 -5.75 0.0001
H -0.02 2.85 -7.06 0.0001
C 5.33 2.08 1.99 0.0075
C 4.41 2.96 1.18 -0.0152
C 3.29 1.99 0.81 -0.0727
O 3.98 0.72 0.57 -0.0180
C 5.08 0.66 1.46 0.0557
H 4.95 2.13 3.01 -0.0015
H 6.34 2.48 1.93 -0.0006
H 4.89 3.27 0.24 0.0053
H 4.06 3.86 1.68 0.0003
H 2.65 2.31 -0.02 0.0334
H 2.54 1.85 1.59 0.0036
H 5.94 0.18 1.01 -0.0076
H 4.87 0.00 2.30 0.0058
C 1.90 -3.98 -3.44 0.0123
C 0.93 -4.30 -2.34 0.0088
C 1.08 -3.08 -1.43 0.0357
O 2.39 -2.46 -1.75 -0.1519
C 3.07 -3.33 -2.70 0.1282
H 1.51 -3.27 -4.17 0.0000
H 2.29 -4.84 -3.98 0.0024
H 1.23 -5.19 -1.79 0.0002
H -0.07 -4.51 -2.73 -0.0012
H 1.10 -3.44 -0.40 0.0005
H 0.28 -2.36 -1.61 -0.0063
H 3.68 -4.06 -2.16 0.0277
H 3.72 -2.81 -3.41 -0.0027
C 2.36 -2.18 3.25 -0.0026
C 2.96 -3.51 2.76 0.0113
C 3.82 -2.96 1.58 0.0623
O 2.98 -1.99 0.99 0.1195
C 1.99 -1.52 1.95 0.0166
H 3.12 -1.61 3.77 0.0004
H 1.55 -2.21 3.98 0.0008
H 2.18 -4.16 2.37 0.0000
H 3.61 -4.03 3.46 0.0007
H 4.16 -3.73 0.89 0.0072
H 4.72 -2.51 2.01 0.0003
H 0.96 -1.86 1.83 0.0017
H 1.93 -0.43 2.01 0.0051
C -1.58 -1.48 -4.03 0.0018
Cl -0.07 -0.94 -4.85 0.0032
Cl -2.82 -0.19 -4.07 0.0001
H -1.82 -2.45 -4.46 -0.0002
H -1.39 -1.65 -2.97 0.0018
C -0.33 4.46 -0.12 -0.0008
Cl -1.07 5.97 -0.64 0.0000
Cl 0.89 4.77 1.14 0.0003
H -1.10 3.75 0.18 0.0002
H 0.10 4.08 -1.05 0.0005
```

Values from the calculation:
Energy: -153645.611 eV
Multiplicity: 5
Max |F|: 3.727 eV Å⁻¹
HOMO-LUMO gap (spin up / spin down): 4.29 / 7.97 eV
LUMO energy (spin up / spin down): 0.31 / 0.31 eV

=====

# 4
DFT (ωB97M-V/def2-TZVPD) results for a cluster of 3 separate species, C28H51N3O6 in total at a distorted geometry.

```
88
Properties=species:S:1:pos:R:3:mulliken_spin:R:1
C 5.07 -0.78 7.35 0.0000
C 3.61 -0.31 7.23 0.0000
C 3.10 -0.76 5.85 -0.0001
O 1.69 -0.62 5.79 0.0003
C 1.28 0.59 5.19 0.0002
C 0.17 1.26 5.93 0.0005
C -0.72 0.82 6.78 -0.0001
C -0.96 -0.57 7.25 0.0000
C -1.69 -1.45 6.23 0.0000
N -0.98 -1.73 5.00 0.0000
C -1.40 2.07 7.25 0.0000
O -1.94 2.26 8.24 0.0000
O -1.20 3.07 6.30 0.0000
C -0.03 2.73 5.69 -0.0001
O 0.70 3.41 5.13 0.0000
H 5.07 -1.84 7.15 0.0000
H 5.63 -0.27 6.57 0.0000
H 5.50 -0.54 8.31 0.0000
H 3.52 0.77 7.34 0.0000
H 2.97 -0.83 7.93 0.0000
H 3.38 -1.81 5.74 0.0000
H 3.62 -0.23 5.05 0.0001
H 1.02 0.49 4.13 -0.0006
H 2.12 1.28 5.24 -0.0003
H -1.58 -0.54 8.15 0.0000
H -0.02 -1.02 7.56 0.0000
H -1.85 -2.41 6.71 0.0000
H -2.68 -1.07 5.96 0.0000
H -0.82 -0.90 4.44 0.0000
H -0.13 -2.24 5.16 0.0000
C 0.28 0.33 -1.98 0.0502
C 1.07 0.43 -0.65 0.0155
C 0.19 1.02 0.46 0.0331
C -0.05 2.52 0.33 -0.0212
C 1.28 3.26 0.23 0.0245
C 2.17 2.72 -0.90 0.0243
N 2.32 1.24 -0.85 0.3371
O 3.16 0.93 0.08 0.5657
C 1.58 3.18 -2.25 0.0239
C 3.54 3.41 -0.83 -0.0127
C 1.38 -1.01 -0.27 -0.0151
H -0.76 0.63 -1.87 -0.0032
H 0.71 0.93 -2.79 -0.0193
H 0.28 -0.69 -2.38 0.0065
H 0.65 0.83 1.43 -0.0044
H -0.77 0.50 0.47 0.0033
H -0.68 2.74 -0.54 -0.0003
H -0.60 2.88 1.20 0.0011
H 1.10 4.32 0.08 0.0012
H 1.81 3.16 1.18 0.0033
H 2.12 2.72 -3.09 -0.0102
H 1.66 4.26 -2.36 0.0005
H 0.52 2.95 -2.36 0.0012
H 4.02 3.28 0.14 0.0004
H 3.42 4.48 -0.99 0.0005
H 4.21 3.02 -1.60 0.0002
H 2.06 -1.47 -0.99 -0.0025
H 0.46 -1.59 -0.26 0.0013
H 1.83 -1.10 0.72 -0.0005
C -2.24 -3.73 -5.21 0.0133
C -3.13 -2.47 -5.04 0.0206
C -4.09 -2.32 -6.23 0.0234
C -3.42 -1.84 -7.51 -0.0200
C -2.65 -0.55 -7.25 0.0212
C -1.65 -0.68 -6.10 0.0283
N -2.27 -1.26 -4.87 0.3159
O -2.95 -0.34 -4.28 0.5875
C -0.46 -1.54 -6.59 0.0139
C -1.03 0.69 -5.81 -0.0168
C -3.97 -2.74 -3.79 -0.0065
H -2.52 -4.31 -6.10 -0.0004
H -1.18 -3.51 -5.28 -0.0049
H -2.33 -4.40 -4.36 0.0011
H -4.88 -1.60 -5.96 0.0040
H -4.59 -3.27 -6.41 0.0031
H -2.76 -2.61 -7.91 0.0005
H -4.18 -1.66 -8.27 0.0017
H -2.13 -0.24 -8.16 0.0019
H -3.37 0.25 -7.02 0.0054
H 0.22 -1.75 -5.76 -0.0045
H 0.10 -1.01 -7.35 0.0004
H -0.77 -2.48 -7.04 0.0020
H -1.79 1.44 -5.58 0.0009
H -0.48 1.05 -6.68 0.0001
H -0.34 0.63 -4.97 0.0028
H -3.34 -2.80 -2.90 -0.0019
H -4.48 -3.69 -3.91 0.0009
H -4.73 -1.98 -3.63 0.0017
```

Values from the calculation:
Energy: -46614.182 eV
Multiplicity: 3
Max |F|: 4.567 eV Å⁻¹
HOMO-LUMO gap (spin up / spin down): 8.42 / 9.20 eV
LUMO energy (spin up / spin down): -0.06 / -0.06 eV

=====

# 5
DFT (ωB97M-V/def2-TZVPD) results for a cluster of 3 separate species, C28H52BBrN3O5 in total at a distorted geometry.

```
90
Properties=species:S:1:pos:R:3:mulliken_charge:R:1
C 4.95 -1.82 1.79 -1.0088
C 4.34 -0.54 2.63 -0.4477
C 4.66 0.92 1.90 -0.2625
Br 4.93 2.24 3.38 -0.1309
C 3.38 1.23 0.92 -0.1014
C 2.48 0.04 0.23 0.1085
N 1.38 0.58 -0.66 0.5359
C 0.31 -0.11 -1.48 -0.0800
C 0.49 -1.73 -1.63 -0.4118
C 0.67 -2.20 -3.22 -0.5162
C -0.69 -2.00 -4.12 -0.4302
C -2.02 -2.77 -3.54 -0.2559
N -3.22 -2.10 -4.25 -0.6740
C 1.59 2.11 -0.51 0.0969
C 0.62 3.21 -1.31 -1.0563
C -0.95 3.17 -0.75 0.2846
C -1.90 2.55 -1.97 -0.9854
O -0.94 2.28 0.41 0.1423
C -1.92 2.67 1.43 -0.9690
C -2.16 1.31 2.37 0.5493
C -3.56 0.46 2.29 -0.3512
C -3.69 -0.89 3.22 -0.5862
C -2.40 -1.34 4.17 -0.3880
C -1.00 -0.46 4.25 -0.5051
C -0.86 0.90 3.33 -0.1531
N 2.77 2.51 0.39 0.3858
C 3.28 3.91 0.73 -0.7590
B 4.81 4.17 0.13 0.5256
O 5.77 3.12 -0.25 -0.5214
O 5.25 5.59 -0.09 -0.5137
H 5.79 -2.35 2.40 0.3200
H 4.06 -2.61 1.72 0.2386
H 5.27 -1.55 0.69 0.3208
H 3.19 -0.69 2.84 0.2760
H 4.86 -0.54 3.70 0.4462
H 5.60 0.75 1.22 0.3585
H 2.63 -1.12 0.40 0.0019
H 0.21 0.32 -2.59 0.1280
H -0.74 0.07 -0.96 0.0339
H -0.47 -2.26 -1.16 0.1874
H 1.41 -2.19 -1.06 0.2281
H 1.59 -1.61 -3.65 0.2915
H 1.01 -3.34 -3.16 0.0513
H -0.46 -2.49 -5.18 0.3048
H -0.88 -0.84 -4.21 0.2321
H -2.22 -2.63 -2.40 0.2155
H -1.98 -3.93 -3.75 0.1931
H -3.07 -1.07 -4.04 0.2536
H -4.05 -2.35 -3.63 0.2755
H 0.67 3.06 -2.50 0.3504
H 0.98 4.33 -1.14 0.2090
H -1.37 4.25 -0.53 0.5391
H -1.25 2.05 -2.81 0.2653
H -2.56 3.39 -2.50 0.3163
H -2.66 1.75 -1.58 0.2029
H -2.92 3.12 1.01 0.4031
H -1.39 3.46 2.15 0.1483
H -4.40 0.87 1.56 0.3437
H -4.69 -1.51 3.13 0.3246
H -2.47 -2.33 4.83 0.2935
H -0.07 -0.77 4.90 0.3081
H 0.12 1.58 3.31 0.2545
H 3.21 4.11 1.90 0.3070
H 2.60 4.77 0.24 0.1861
H 6.56 3.27 0.38 0.2979
H 6.10 5.67 0.47 0.3066
C -6.08 4.54 3.93 -1.4425
C -4.88 3.68 3.58 0.6646
C -4.03 3.38 4.80 -1.0764
O -4.08 4.36 2.61 -0.4894
H -5.76 5.50 4.35 0.3733
H -6.67 4.76 3.04 0.3617
H -6.72 4.04 4.66 0.3697
H -5.22 2.74 3.12 0.0864
H -3.64 4.30 5.25 0.3626
H -3.17 2.77 4.53 0.1476
H -4.62 2.84 5.56 0.3631
H -3.77 5.19 3.01 0.3289
C 1.81 -7.83 -3.10 -1.4101
C 1.16 -6.63 -3.78 0.6171
C 0.13 -7.07 -4.81 -1.2913
O 2.17 -5.86 -4.43 -0.5559
H 2.33 -8.46 -3.83 0.3492
H 2.56 -7.50 -2.37 0.3457
H 1.06 -8.44 -2.58 0.3587
H 0.69 -5.99 -3.03 0.2062
H 0.59 -7.67 -5.60 0.3846
H -0.31 -6.19 -5.30 0.3003
H -0.67 -7.65 -4.34 0.3584
H 2.60 -6.42 -5.10 0.3533
```

Values from the calculation:
Energy: -115283.617 eV
Total charge: +1
Max |F|: 7.851 eV Å⁻¹
HOMO-LUMO gap: 7.72 eV
LUMO energy: -2.86 eV

=====

Among the records above, which one has the highest energy?
C28H51N3O6

=====

Look up the energy of the fifth one.
-115283.617 eV

=====

Among the records above, which one has the lowest energy?
C28H51Cl4CoF8O7